Record 1
A structure of composition C21H22ClIN3O2PdS3 in a non-equilibrium geometry. Source: OMol25; level of theory: ωB97M-V with the def2-TZVPD basis set.

Results
frontier orbital gap (alpha / beta) = 0.1560 / 0.1560 Eh
energy relative to the best compared isomer or geometry (same formula, charge and spin) = 0.0000 eV
HOMO (alpha / beta) = -0.6075 / -0.6075 Ha
M = 713.40 g/mol

```
! wB97M-V def2-TZVPD RIJCOSX def2/J DEFGRID3
* xyz 3 1
Pd 0.66 0.13 -0.35
Cl 4.11 6.33 -0.75
C 3.59 4.83 -0.29
C 4.36 4.14 0.68
C 4.01 2.89 1.09
I 5.08 1.87 2.46
C 2.78 2.22 0.51
O 2.45 1.10 0.84
C 1.98 2.99 -0.50
N 0.92 2.39 -1.00
C 0.18 3.04 -1.91
C 0.49 4.32 -2.34
C 1.60 4.95 -1.82
C 2.38 4.28 -0.88
H 5.25 4.62 1.07
H -0.68 2.51 -2.31
H -0.14 4.81 -3.07
H 1.87 5.95 -2.14
C 3.48 -2.04 -0.15
C 3.52 -1.56 -1.60
S 2.23 -0.36 -2.12
C 1.06 -1.32 -3.12
C 0.43 -2.44 -2.36
S -0.59 -1.77 -1.01
C -0.29 -2.96 0.35
C 1.06 -2.82 1.06
S 2.45 -3.51 0.12
H 3.15 -1.24 0.51
H 4.49 -2.33 0.15
H 3.49 -2.39 -2.31
H 4.45 -1.02 -1.78
H 1.59 -1.70 -4.00
H 0.34 -0.58 -3.46
H 1.16 -3.11 -1.92
H -0.23 -3.03 -3.01
H -0.44 -3.95 -0.07
H -1.09 -2.76 1.06
H 1.01 -3.36 2.01
H 1.26 -1.77 1.26
N -3.99 3.30 3.92
C -2.66 3.10 3.87
O -1.83 3.67 4.55
C -2.14 2.10 2.86
C -1.10 1.27 3.25
C -0.47 0.50 2.30
N -0.83 0.54 1.00
C -1.86 1.30 0.63
C -2.55 2.09 1.53
H -4.35 3.94 4.61
H -4.65 2.74 3.41
H -0.78 1.24 4.28
H 0.35 -0.15 2.56
H -2.16 1.25 -0.41
H -3.36 2.71 1.18
*
```



Record 2
A structure of composition C21H22I3N3O8P2Re in a non-equilibrium geometry. Source: OMol25; level of theory: ωB97M-V with the def2-TZVPD basis set.

Results
frontier orbital gap (alpha / beta) = 0.1635 / 0.1914 Eh
energy relative to the best compared isomer or geometry (same formula, charge and spin) = 0.0000 eV
HOMO (alpha / beta) = -0.0348 / -0.0627 Ha
<S²> = 0.945
M = 1073.29 g/mol

```
! wB97M-V def2-TZVPD RIJCOSX def2/J DEFGRID3
* xyz -2 2
Re 0.05 1.36 -0.13
I 4.90 -4.83 -1.26
C 3.59 -3.32 -0.58
C 3.74 -2.81 0.70
C 2.86 -1.83 1.10
I 2.98 -1.05 3.04
C 1.83 -1.28 0.29
O 1.04 -0.39 0.80
C 1.72 -1.86 -1.01
C 0.72 -1.39 -2.05
N -0.53 -0.82 -1.55
C -1.55 -1.81 -1.17
C -1.37 -2.46 0.18
C -0.67 -3.66 0.33
C -0.46 -4.15 1.61
C -0.94 -3.43 2.69
C -1.66 -2.27 2.44
N -1.89 -1.81 1.22
C 2.60 -2.85 -1.41
H 4.51 -3.17 1.37
H 0.50 -2.22 -2.73
H 1.22 -0.63 -2.64
H -0.92 -0.20 -2.25
H -1.60 -2.59 -1.94
H -2.50 -1.28 -1.14
H -0.29 -4.18 -0.53
H 0.08 -5.07 1.76
H -0.76 -3.75 3.71
H -2.06 -1.66 3.25
H 2.50 -3.25 -2.42
O 0.01 3.84 -3.50
P -0.33 2.27 -3.59
O -0.97 1.95 -4.88
O -1.00 1.84 -2.31
O 1.16 1.58 -3.63
P 2.36 1.65 -2.55
O 2.72 3.23 -2.52
O 3.48 0.83 -3.04
O 1.81 1.35 -1.17
H 0.14 4.09 -2.56
H 2.87 3.51 -3.43
C -3.99 1.19 0.19
C -3.63 1.38 1.63
C -4.57 1.52 2.63
C -4.22 1.71 3.96
C -2.87 1.78 4.29
C -1.88 1.65 3.34
C -0.41 1.75 3.66
C -2.25 1.45 1.97
N -1.31 1.32 1.04
H -5.03 1.45 0.00
H -3.82 0.15 -0.10
H -3.34 1.81 -0.45
H -5.63 1.47 2.36
H -4.98 1.82 4.72
H -2.58 1.95 5.33
H -0.01 2.69 3.26
H 0.14 0.95 3.18
H -0.24 1.73 4.74
I 0.23 4.02 0.11
*
```



Record 3
A structure of composition C21H22IrNS. Source: OMol25; level of theory: ωB97M-V with the def2-TZVPD basis set.

Results
frontier orbital gap (alpha / beta) = 0.2869 / 0.1797 Eh
HOMO (alpha / beta) = -0.3935 / -0.4184 Ha
<S²> = 8.818
M = 512.70 g/mol

```
! wB97M-V def2-TZVPD RIJCOSX def2/J DEFGRID3
* xyz 1 6
Ir -0.42 -0.97 -0.86
C -1.95 -1.58 1.02
C -1.11 -0.80 1.85
C -1.14 0.56 1.36
C -2.07 0.63 0.30
C -2.71 -0.66 0.21
C -3.92 -1.02 -0.55
C -2.45 1.86 -0.44
C -0.32 1.68 1.87
C -0.32 -1.25 3.02
C -2.33 -3.01 1.22
H -4.73 -1.26 0.15
H -3.75 -1.91 -1.16
H -4.26 -0.22 -1.20
H -2.94 2.58 0.22
H -3.13 1.64 -1.26
H -1.57 2.35 -0.86
H -0.84 2.20 2.68
H -0.12 2.40 1.09
H 0.63 1.33 2.28
H -0.75 -0.84 3.94
H 0.71 -0.89 2.97
H -0.31 -2.33 3.12
H -3.28 -3.09 1.74
H -1.58 -3.54 1.80
H -2.43 -3.52 0.26
C 3.73 2.63 -2.07
C 2.39 2.46 -2.44
C 1.64 1.45 -1.90
C 2.21 0.55 -0.97
C 1.44 -0.52 -0.39
C 2.09 -1.38 0.51
C 3.42 -1.20 0.88
C 4.14 -0.17 0.34
C 3.56 0.73 -0.59
C 4.31 1.78 -1.16
H 4.31 3.44 -2.50
H 1.95 3.13 -3.16
H 0.61 1.31 -2.21
H 1.53 -2.21 0.94
H 3.88 -1.88 1.58
H 5.18 -0.03 0.61
H 5.34 1.91 -0.87
S -1.60 -0.41 -5.19
C -1.54 -0.81 -3.67
N -1.51 -1.11 -2.51
*
```



Record 4
A structure of composition C21H22MnN7O3S2 in a non-equilibrium geometry. Source: OMol25; level of theory: ωB97M-V with the def2-TZVPD basis set.

Results
frontier orbital gap (alpha / beta) = 0.2899 / 0.2349 Eh
HOMO (alpha / beta) = -0.5511 / -0.5411 Ha
<S²> = 6.089
M = 539.52 g/mol

```
! wB97M-V def2-TZVPD RIJCOSX def2/J DEFGRID3
* xyz 2 5
Mn 0.18 -0.38 0.56
C 4.18 -1.90 -2.39
C 4.77 -1.36 -1.25
C 4.02 -1.17 -0.10
C 2.68 -1.54 -0.12
C 2.08 -2.08 -1.25
C 2.84 -2.27 -2.39
N 1.82 -1.29 1.00
N 2.28 -1.44 2.15
C 1.34 -1.08 3.15
C 1.65 -1.36 4.47
C 0.72 -1.02 5.44
C -0.48 -0.43 5.05
C -0.70 -0.18 3.71
N 0.19 -0.49 2.76
H 4.78 -2.04 -3.28
H 5.81 -1.08 -1.26
H 4.46 -0.76 0.80
H 1.04 -2.41 -1.22
H 2.40 -2.71 -3.27
H 2.60 -1.83 4.71
H 0.92 -1.22 6.48
H -1.23 -0.16 5.78
H -1.62 0.28 3.37
C -4.63 -3.37 1.04
C -3.26 -3.19 0.40
C -2.91 -1.76 0.15
N -1.75 -1.23 0.31
N -1.68 0.11 -0.01
C -2.81 0.59 -0.46
N -2.98 1.85 -0.87
S -4.07 -0.60 -0.44
H -4.80 -4.43 1.25
H -5.43 -3.05 0.38
H -4.71 -2.83 1.98
H -3.22 -3.71 -0.56
H -2.46 -3.60 1.02
H -2.17 2.45 -0.96
H -3.85 2.17 -1.26
N 1.19 1.45 0.43
C 0.81 2.19 -0.76
C 0.36 3.50 -0.65
C -0.13 4.15 -1.76
C -0.12 3.48 -2.99
C 0.36 2.17 -3.11
C 0.84 1.53 -1.99
S -0.76 4.30 -4.42
O -0.23 3.74 -5.61
O -0.81 5.70 -4.21
O -2.08 3.58 -3.96
H 0.90 2.00 1.24
H 2.20 1.36 0.49
H 0.38 4.00 0.31
H -0.50 5.16 -1.71
H 0.35 1.69 -4.08
H 1.23 0.52 -2.07
*
```



Q: Among the records above, which one has the highest M?
A: C21H22I3N3O8P2Re



Q: The highest M belongs to which entry?
A: C21H22I3N3O8P2Re



Q: Which of these has the lowest M?
A: C21H22IrNS



Q: Among the records above, which one has the lowest M?
A: C21H22IrNS